Below is a cluster of 14 separate species, C46H74Cl10O27 in total at a distorted geometry, with properties calculated with the ωB97M-V functional and the def2-TZVPD basis.

As for the total energy: -229409.8868 eV. As for the energy relative to the best compared isomer or geometry (same formula, charge and spin): 0.353 eV. Its HOMO energy (spin up / spin down) is 0.3 / -8.7 eV. Its expectation value of S² is 0.750.

Geometry as ORCA input:
```
! RIJCOSX wB97M-V def2-TZVPD def2/J DEFGRID3
* xyz -1 2
C 6.89385 12.22141 11.36267
C 7.19383 11.03995 10.45133
C 6.48833 10.93553 9.10745
O 7.55301 10.77826 8.19627
C 8.71486 11.00213 8.78370
O 9.78015 11.14979 8.22714
O 8.58421 11.04143 10.10092
H 7.25584 13.16424 10.95264
H 7.36146 11.99801 12.32159
H 5.81475 12.29664 11.49682
H 6.99027 10.07016 10.90540
H 6.00578 11.90588 8.99056
H 5.59192 10.31547 9.11751
C 10.21384 15.67881 1.87740
C 9.67959 16.84941 2.65506
C 9.89878 18.22840 2.04257
O 8.63169 18.88248 2.11786
C 7.71452 17.99051 2.49837
O 6.48984 18.12104 2.44225
O 8.25942 16.85682 2.76738
H 11.28242 15.87137 1.78167
H 9.66017 15.59412 0.94232
H 10.06438 14.77970 2.47521
H 10.04573 16.79736 3.68041
H 10.17804 18.16197 0.99105
H 10.62782 18.80903 2.60778
C 13.87371 10.38679 9.90378
C 14.47843 9.73991 8.69155
C 14.60770 8.22019 8.64521
O 13.66447 7.80940 7.69367
C 13.14619 8.86738 7.08692
O 12.36673 8.72144 6.16329
O 13.43215 9.98286 7.78665
H 13.83127 11.44796 9.65839
H 14.37915 10.21468 10.85404
H 12.87270 10.00881 10.11164
H 15.29005 10.29329 8.21916
H 14.41711 7.83053 9.64518
H 15.54624 7.75313 8.34676
C 8.10247 15.79266 5.87513
C 7.70419 14.51038 6.53781
C 7.71345 14.54189 8.08502
O 6.40470 14.12480 8.46169
C 5.69129 13.84557 7.29814
O 4.53936 13.34734 7.31396
O 6.36413 14.31689 6.24003
H 9.16753 15.85026 6.09972
H 7.59538 16.69438 6.21843
H 7.99770 15.71981 4.79262
H 8.33068 13.65033 6.30133
H 7.84051 15.56373 8.44255
H 8.56803 14.01534 8.50992
C 13.66087 17.72956 3.66387
C 14.65775 18.77983 4.18757
C 14.58569 20.10683 3.48075
O 14.40566 21.09949 4.49879
C 14.21516 20.46805 5.68568
O 14.13363 21.07012 6.75244
O 14.28217 19.11045 5.46355
H 13.92393 16.71874 3.97555
H 13.68624 17.72179 2.57420
H 12.63922 18.06754 3.83739
H 15.66356 18.36633 4.11371
H 13.66548 20.17359 2.90035
H 15.50192 20.31430 2.92796
C 11.93069 14.52662 9.85581
C 10.58988 13.99064 10.37803
C 10.57491 13.47151 11.85066
O 9.47668 14.07073 12.46464
C 9.13061 15.17677 11.78713
O 8.31036 16.01860 12.08048
O 9.74810 15.13894 10.55866
H 12.68667 13.75322 9.71994
H 12.36294 15.29948 10.49136
H 11.79235 14.91871 8.84823
H 10.11483 13.24177 9.74427
H 11.51495 13.71915 12.34369
H 10.46306 12.38932 11.78394
C 7.75530 12.44108 -0.47163
C 9.28584 12.54229 -0.29668
C 10.03003 11.52876 0.55839
O 11.15075 11.25690 -0.23477
C 10.94948 11.61412 -1.52334
O 11.62879 11.26945 -2.46173
O 9.89113 12.35440 -1.57982
H 7.35718 12.87525 -1.38874
H 7.31272 13.02582 0.33479
H 7.40687 11.41653 -0.34133
H 9.62749 13.55819 -0.09836
H 9.47912 10.60404 0.73018
H 10.28146 12.05545 1.47897
C 8.90461 9.23615 4.88979
C 8.01061 9.99589 3.92851
C 6.72754 10.61886 4.46757
O 6.76645 11.96633 3.86826
C 7.94086 12.26632 3.44986
O 8.26708 13.29612 2.90209
O 8.68928 11.18173 3.52138
H 8.41256 8.31158 5.19173
H 9.17544 9.81204 5.77471
H 9.80716 8.94755 4.35107
H 7.78756 9.33233 3.09303
H 6.75678 10.76861 5.54683
H 5.95791 9.89357 4.20352
C 13.26677 12.33211 3.54552
C 11.99612 12.72680 4.29845
C 11.95705 12.44825 5.79048
O 11.52346 13.67481 6.35003
C 11.76254 14.61175 5.43438
O 11.74741 15.82471 5.69880
O 12.07833 14.09720 4.35319
H 13.51641 11.27418 3.62638
H 14.09576 12.96602 3.86022
H 13.21825 12.58262 2.48581
H 11.17699 12.32069 3.70497
H 12.95582 12.24628 6.17747
H 11.26337 11.61497 5.90251
Cl 12.69233 14.11374 0.05447
C 13.46818 15.11331 -1.14541
C 12.39811 15.70968 -2.05969
Cl 11.39749 16.99720 -1.29533
H 14.11477 14.49470 -1.76779
H 14.07858 15.86789 -0.64931
H 11.62256 14.99217 -2.32762
H 12.78011 16.23576 -2.93457
Cl 19.16225 14.09083 5.14440
C 18.08407 15.02989 6.05954
C 17.16080 15.81541 5.12737
Cl 15.94892 14.78897 4.33317
H 18.58304 15.61972 6.82845
H 17.43827 14.31111 6.56392
H 17.74360 16.35823 4.38320
H 16.61422 16.48696 5.78946
Cl 15.64002 11.66315 5.88758
C 16.58467 10.97079 4.59444
C 17.24458 9.67862 5.08038
Cl 17.92183 8.76580 3.79031
H 17.25106 11.77954 4.29451
H 16.03674 10.68488 3.69658
H 16.51481 9.00483 5.52931
H 18.06912 9.83265 5.77644
Cl 9.41782 19.28699 5.91850
C 10.86624 19.21782 6.94160
C 10.73512 18.30596 8.16438
Cl 11.93261 18.70691 9.51257
H 10.97198 20.23150 7.32808
H 11.80095 18.96174 6.44276
H 10.87967 17.24916 7.93992
H 9.71156 18.36068 8.53511
Cl 14.34106 8.78388 2.03345
C 13.84029 9.78359 0.64236
C 15.02391 10.47735 0.06455
Cl 15.83576 11.64838 1.25064
H 13.10501 10.45286 1.08904
H 13.36422 9.10321 -0.06372
H 14.89382 11.01778 -0.87305
H 15.75799 9.71162 -0.18625
*
```

Mulliken population analysis, charges in e, atoms 1 to 99:
1. C -1.19
2. C 0.20
3. C -0.37
4. O 0.06
5. C 0.09
6. O -0.18
7. O -0.01
8. H 0.05
9. H 0.42
10. H 0.44
11. H 0.30
12. H -0.03
13. H 0.36
14. C -0.48
15. C 1.34
16. C 0.34
17. O -0.39
18. C 0.58
19. O -0.66
20. O -0.47
21. H 0.17
22. H 0.48
23. H -0.68
24. H -0.33
25. H -0.15
26. H 0.23
27. C -2.56
28. C 0.65
29. C -1.42
30. O -0.18
31. C 0.75
32. O -0.35
33. O 1.02
34. H 0.44
35. H 0.53
36. H 0.29
37. H -0.01
38. H 0.25
39. H 0.53
40. C -1.60
41. C 1.58
42. C 1.08
43. O -0.41
44. C 0.44
45. O -0.65
46. O -0.43
47. H 0.06
48. H 0.39
49. H 0.28
50. H -0.27
51. H 0.29
52. H -0.93
53. C -0.52
54. C 0.78
55. C -0.52
56. O -0.32
57. C 0.55
58. O -0.57
59. O -0.30
60. H -0.24
61. H 0.43
62. H 0.07
63. H 0.02
64. H 0.19
65. H 0.37
66. C -1.46
67. C 3.10
68. C -0.61
69. O -0.31
70. C 0.56
71. O -0.60
72. O -0.21
73. H 0.20
74. H 0.40
75. H -0.09
76. H -1.53
77. H 0.24
78. H 0.39
79. C -1.53
80. C 1.32
81. C 0.89
82. O -0.22
83. C 0.51
84. O -0.63
85. O -0.45
86. H 0.40
87. H 0.30
88. H 0.37
89. H -0.43
90. H 0.22
91. H -0.81
92. C -1.54
93. C 0.25
94. C -0.17
95. O -0.37
96. C 0.80
97. O -0.50
98. O -0.04
99. H 0.53